Record 1
A cluster of 2 separate species, C5H13N3O in total at a distorted geometry. Source: OMol25; level of theory: wB97M-V/def2-TZVPD.

Structure (XYZ):
```
22
C5H13N3O, DFT wB97M-V/def2-TZVPD
C -2.7200 0.8946 -0.0973
N 0.4977 2.2805 0.3876
C -0.4850 1.3180 0.3865
N -1.4051 1.3397 -0.5351
H 0.4076 2.9327 -0.3849
H 0.6987 2.7461 1.2620
H -0.6296 0.8905 1.3946
H -2.7447 0.5004 0.9259
H -3.0614 0.1051 -0.7752
H -3.4471 1.7093 -0.1911
C 1.6912 -0.4426 -1.4593
C 1.6316 -1.3534 0.9334
C 0.8622 -0.9931 -0.3215
O -0.6395 -2.5509 0.2810
N -0.2383 -1.6363 -0.6791
H -1.6098 -2.4687 0.3553
H 2.2797 0.4059 -1.0996
H 1.0369 -0.1158 -2.2706
H 2.3830 -1.2028 -1.8311
H 1.9944 -2.3833 0.8758
H 2.5107 -0.7131 1.0300
H 0.9870 -1.2629 1.8125
```

The relative energy (zero: lowest compared OMol25 entry of this formula, charge and spin) comes out at 89.6 kcal per mole. As for the SMILES: CC(C)=NO.C/N=C/N. The HOMO-LUMO gap is 9.3 eV.


Record 2
A structure of composition C51H41AsGeN5Ru. Source: OMol25; level of theory: wB97M-V/def2-TZVPD.

Structure (XYZ):
```
100
C51H41AsGeN5Ru, DFT wB97M-V/def2-TZVPD
Ru 0.6555 -1.1801 -0.2906
N -0.1619 -5.1524 -1.7809
C -1.5103 -4.8944 -1.8516
C -1.6629 -3.5908 -1.4957
N -0.4382 -3.0424 -1.1959
C 0.4402 -4.0123 -1.3758
C 1.8376 -3.7602 -1.1245
N 2.2027 -2.5724 -0.6875
C 3.5571 -2.6316 -0.4765
C 4.0089 -3.8719 -0.8061
N 2.9068 -4.5818 -1.2265
H 0.2604 -6.0582 -1.8890
H -2.2207 -5.6510 -2.1318
H -2.5741 -3.0264 -1.4295
H 4.1077 -1.7850 -0.1058
H 4.9932 -4.3032 -0.7883
H 2.9014 -5.5459 -1.5074
C 1.8793 0.1905 -0.4890
Ge 1.9766 2.1117 -0.2965
C 0.9988 3.0873 -1.6861
C 0.8669 2.4711 -2.9318
C 0.2707 3.1314 -3.9981
C -0.1907 4.4314 -3.8383
C -0.0654 5.0562 -2.6065
C 0.5150 4.3847 -1.5389
C 1.4956 2.6751 1.5212
C 1.4807 4.0115 1.9214
C 1.1162 4.3674 3.2124
C 0.7836 3.3868 4.1386
C 0.8377 2.0503 3.7701
C 1.1900 1.7014 2.4712
C 3.8616 2.6151 -0.5365
C 4.8345 1.9725 0.2317
C 6.1777 2.2932 0.1019
C 6.5718 3.2693 -0.8052
C 5.6181 3.9182 -1.5742
C 4.2733 3.5920 -1.4388
H 2.8894 -0.1555 -0.7559
H 1.2234 1.4544 -3.0633
H 0.1738 2.6352 -4.9564
H -0.6476 4.9533 -4.6702
H -0.4362 6.0649 -2.4696
H 0.5693 4.8813 -0.5784
H 1.7662 4.7923 1.2255
H 1.1006 5.4114 3.5008
H 0.5032 3.6645 5.1470
H 0.6112 1.2774 4.4960
H 1.2215 0.6582 2.1801
H 4.5362 1.2142 0.9498
H 6.9182 1.7871 0.7094
H 7.6192 3.5235 -0.9089
H 5.9204 4.6802 -2.2821
H 3.5379 4.1028 -2.0513
C -2.7370 4.7185 -0.1449
C -2.1657 4.1934 1.0046
C -1.7123 2.8818 1.0220
C -1.8182 2.0899 -0.1162
C -2.3743 2.6261 -1.2724
C -2.8373 3.9331 -1.2835
As -1.3413 0.1879 -0.0378
C -2.5481 -0.2916 1.4102
C -2.3507 -0.1211 2.7716
C -3.3194 -0.5572 3.6658
C -4.4797 -1.1600 3.1959
C -4.6856 -1.3207 1.8338
C -3.7216 -0.8829 0.9317
C -3.8158 -0.9829 -0.5414
C -4.8645 -1.5574 -1.2543
C -4.8032 -1.6192 -2.6395
C -3.6989 -1.1210 -3.3226
C -2.6451 -0.5560 -2.6170
C -2.7134 -0.4769 -1.2355
H -3.1003 5.7386 -0.1540
H -2.0764 4.7986 1.8980
H -1.2835 2.4870 1.9343
H -2.4605 2.0294 -2.1708
H -3.2691 4.3381 -2.1899
H -1.4463 0.3475 3.1419
H -3.1678 -0.4302 4.7300
H -5.2303 -1.5031 3.8961
H -5.5993 -1.7826 1.4807
H -5.7254 -1.9627 -0.7374
H -5.6206 -2.0652 -3.1916
H -3.6576 -1.1827 -4.4025
H -1.7673 -0.1928 -3.1407
C 0.6727 -1.8054 1.7937
C 0.3639 -3.2390 1.8376
C -0.9640 -3.7024 1.8162
C -1.2583 -5.0368 1.6462
C -0.2253 -5.9729 1.5250
C 1.0980 -5.5496 1.6585
C 1.3807 -4.2087 1.8227
C -0.5071 -7.3311 1.1698
N -0.7011 -8.4108 0.8179
H 1.6772 -1.6082 2.1721
H -0.0547 -1.2300 2.3641
H -1.7713 -2.9798 1.8751
H -2.2874 -5.3661 1.5775
H 1.8985 -6.2789 1.6161
H 2.4128 -3.8868 1.9053
```

The expectation value of S² is 0.76. The relative energy (zero: lowest compared OMol25 entry of this formula, charge and spin) comes out at 0.0 kcal per mole. The spin multiplicity is 2. The HOMO-LUMO gap (spin up / spin down) is 6.1 / 7.2 eV.


Record 3
A cluster of 2 separate species, C9H14O in total at a distorted geometry. Source: OMol25; level of theory: wB97M-V/def2-TZVPD.

Structure (XYZ):
```
24
C9H14O, DFT wB97M-V/def2-TZVPD
C 2.3939 -0.0421 -0.6722
C 2.8644 -1.4882 -0.7169
O 3.3053 0.8113 -1.4328
H 1.3752 0.1250 -1.1183
H 2.3213 0.4739 0.2820
H 2.0595 -2.2560 -0.9718
H 3.1263 0.7221 -2.3727
H 3.3342 -1.7377 0.2563
H 3.6710 -1.4919 -1.3926
C -2.7097 0.5543 -1.5060
C -0.2506 0.9261 1.3826
C -0.5839 -0.2387 2.0418
C -0.8370 1.1769 0.1499
C -1.9189 0.3171 -0.2648
C -1.5925 -1.1062 1.6924
C -2.2046 -0.8184 0.4873
H 0.4909 1.5382 1.8998
H 0.0654 -0.5563 2.8543
H -0.5734 2.0823 -0.3596
H -1.8888 -1.7730 2.4949
H -3.7759 0.4534 -1.3382
H -2.4962 -0.2085 -2.2548
H -2.9743 -1.5143 0.1002
H -2.6246 1.5960 -1.8257
```

The relative energy (zero: lowest compared OMol25 entry of this formula, charge and spin) comes out at 29.4 kcal per mole. As for the SMILES: Cc1ccccc1.CCO. The HOMO-LUMO gap is 9.8 eV.


Record 4
A cluster of 6 separate species, C13H24N4O2S in total at a distorted geometry. Source: OMol25; level of theory: wB97M-V/def2-TZVPD.

Structure (XYZ):
```
44
C13H24N4O2S, DFT wB97M-V/def2-TZVPD
C -22.9297 -23.2241 -20.1918
C -23.0959 -21.7859 -20.3115
N -23.2458 -20.6121 -20.4052
H -23.4014 -23.5699 -19.2720
H -21.8468 -23.3078 -20.0998
H -23.3178 -23.6641 -21.1104
C -19.7726 -26.5138 -13.3461
C -20.0855 -26.7761 -14.7505
N -20.3117 -27.0194 -15.8303
H -20.5743 -26.1398 -12.7093
H -18.8872 -25.8809 -13.2868
H -19.5117 -27.4641 -12.8803
C -22.4612 -24.7161 -16.5158
C -22.7667 -25.1851 -15.1024
N -23.0210 -25.5165 -14.0551
H -21.5576 -24.1118 -16.5962
H -23.3462 -24.3837 -17.0584
H -22.2706 -25.6508 -17.0432
C -26.4431 -20.5335 -18.6069
C -25.8140 -21.4912 -17.6919
N -25.1962 -22.2120 -16.9404
H -25.8332 -19.6344 -18.5185
H -27.4481 -20.3033 -18.2533
H -26.6986 -20.8972 -19.6022
C -19.5531 -27.0099 -20.1652
S -19.0237 -25.2370 -20.3206
O -19.9003 -24.4534 -21.3021
C -19.5336 -24.6170 -18.6064
H -20.5806 -27.0791 -19.8082
H -18.8409 -27.4314 -19.4558
H -19.4421 -27.5930 -21.0794
H -20.6014 -24.8344 -18.5835
H -19.2337 -23.5697 -18.5706
H -19.0043 -25.1879 -17.8435
C -22.1238 -29.8076 -18.2527
C -22.7103 -28.5695 -18.9926
O -22.5531 -28.4265 -20.1876
C -23.7068 -27.7437 -18.1871
H -22.2802 -29.6679 -17.1831
H -21.0426 -29.7855 -18.3897
H -22.5311 -30.7050 -18.7184
H -23.3201 -27.3651 -17.2409
H -24.6334 -28.2538 -17.9238
H -24.0934 -26.9411 -18.8151
```

The HOMO-LUMO gap is 9.4 eV.


Record 5
A structure of composition C35H66BN12S2Sn at a distorted geometry. Source: OMol25; level of theory: wB97M-V/def2-TZVPD.

Structure (XYZ):
```
117
C35H66BN12S2Sn, DFT wB97M-V/def2-TZVPD
Sn -1.2231 -0.3664 0.3530
C 0.7533 4.3679 2.8177
C 0.6720 3.3915 1.7130
C 1.5756 3.2702 0.6537
C 1.0526 2.2412 -0.1916
N 0.0128 1.6677 0.4308
N -0.2980 2.4838 1.5885
B -1.5158 2.2205 2.4776
N -1.2400 0.8907 3.3531
N -0.5691 -0.1856 2.6853
C 0.0735 -0.8738 3.6133
C -0.2027 -0.2979 4.8706
C -1.0185 0.7912 4.6746
C -1.8015 1.5335 5.7171
C 0.9811 -2.0068 3.4069
C 0.4607 -3.2091 4.2188
C 2.3465 -1.5301 3.9950
C 0.9982 -2.3500 1.9303
N -2.8382 1.8742 1.5898
N -2.7451 1.5815 0.2050
C -4.0189 1.7559 -0.2600
C -4.9156 2.0766 0.7618
C -4.1212 2.1071 1.9365
C -4.5993 2.3893 3.2936
C -4.2604 1.6434 -1.7571
C -3.5898 2.8629 -2.4214
C -3.6238 0.3536 -2.2669
C -5.8045 1.6108 -1.9428
C 1.5361 1.8885 -1.6132
C 1.6706 3.2037 -2.4467
C 2.9350 1.1715 -1.6387
C 0.5779 0.9830 -2.3678
H 1.7739 4.7524 2.6666
H 0.6263 3.9158 3.8340
H 0.0365 5.1765 2.7402
H 2.4948 3.8316 0.4313
H -1.7199 3.1393 3.2053
H 0.1437 -0.6796 5.8753
H -2.5017 0.9304 6.3571
H -2.3486 2.3994 5.2320
H -1.1029 1.8970 6.4546
H 0.2622 -2.8999 5.2378
H 1.1798 -4.0855 4.2672
H -0.4872 -3.6176 3.7834
H 2.2896 -1.2841 5.0585
H 2.7194 -0.7220 3.3535
H 3.0913 -2.3552 3.8731
H -0.0206 -2.6036 1.5998
H 1.6028 -3.2334 1.7152
H 1.4081 -1.5751 1.2383
H -5.9458 2.1549 0.5939
H -5.6894 2.2013 3.2716
H -4.5271 3.4456 3.6333
H -4.0605 1.7531 3.9598
H -2.4971 2.9552 -2.1970
H -4.0240 3.8705 -2.1362
H -3.6511 2.8753 -3.5521
H -2.5304 0.4484 -2.1960
H -3.7852 0.1891 -3.3609
H -4.0318 -0.4933 -1.6355
H -6.2649 2.5998 -1.8152
H -6.2530 0.8812 -1.2167
H -6.0095 1.2776 -2.9774
H 2.3368 3.9204 -1.9623
H 0.6600 3.6763 -2.5509
H 2.1021 3.1219 -3.4497
H 3.7174 1.8313 -1.2089
H 3.1456 0.9173 -2.6605
H 2.8700 0.2323 -1.1050
H -0.4246 1.3757 -2.4308
H 0.4738 0.0039 -1.8403
H 0.9201 0.7505 -3.4037
N -3.4134 -1.2560 1.3560
C -3.3753 -2.6917 1.7188
C -3.2603 -3.5722 0.4487
C -1.9457 -4.3897 0.1810
C -1.3524 -4.0597 -1.1979
N -0.9533 -2.6273 -1.3640
H -3.5966 -0.6881 2.1673
H -4.1308 -1.0658 0.6485
H -4.2903 -2.9806 2.3234
H -2.4914 -2.8144 2.4065
H -3.4506 -2.8418 -0.3684
H -4.0610 -4.3456 0.4539
H -2.1332 -5.4500 0.3312
H -1.1330 -4.0650 0.9249
H -2.0834 -4.1918 -2.0005
H -0.4406 -4.6076 -1.3936
H -1.1651 -2.4023 -2.3557
H 0.0387 -2.6100 -1.2904
C 6.9431 -0.5669 -0.8024
N 7.2503 -0.5490 0.5992
C 8.2690 -1.3473 1.2453
C 8.2853 -0.8255 2.7122
N 7.1850 0.1019 2.6691
C 6.5697 0.2008 1.4834
S 5.1159 1.0697 1.2418
H 7.8834 -0.5569 -1.4129
H 6.3376 0.2862 -1.0533
H 6.4010 -1.4539 -1.0967
H 9.2061 -1.1771 0.6993
H 8.0152 -2.3894 1.3376
H 9.2587 -0.3387 2.9092
H 8.1387 -1.6263 3.4268
H 6.9315 0.5786 3.5424
S -1.0523 -1.9269 -5.2949
C -0.5732 -1.6552 -6.8552
N -1.3487 -1.1251 -7.8336
C -0.5920 -0.8792 -9.0454
C 0.8522 -1.2519 -8.6609
N 0.6589 -1.7840 -7.3197
H -2.3305 -0.9222 -7.6815
H -0.7127 0.1873 -9.4134
H -0.9360 -1.5304 -9.8270
H 1.5171 -0.3892 -8.6219
H 1.2583 -2.0265 -9.2964
H 1.4670 -1.9583 -6.7030
```

As for the charge: +3. The HOMO-LUMO gap (spin up / spin down) is 3.0 / 2.9 eV.


Record 6
An isolated molecule of C12H16NOP at a distorted geometry. Source: OMol25; level of theory: wB97M-V/def2-TZVPD.

Structure (XYZ):
```
31
C12H16NOP, DFT wB97M-V/def2-TZVPD
C -1.8094 2.3104 -2.1485
C -2.5117 1.8206 -1.0547
C -0.4856 1.9528 -2.2919
C -1.9117 1.0011 -0.0813
C 0.1063 1.1282 -1.3534
C -0.5542 0.7035 -0.2076
C 2.9629 1.4154 1.4828
C -1.6585 -2.2243 -1.8100
C 3.4570 0.2378 1.4105
C -0.8084 -2.3409 -0.8191
C 2.5427 -1.0104 1.5125
C -1.1038 -1.9721 0.6368
N 0.1842 -0.1188 2.7517
O 1.3918 -0.9487 0.5086
P -0.0045 -0.4376 1.1089
H -2.1597 3.0092 -2.8832
H -3.6335 2.2586 -1.1200
H -0.1314 2.2808 -3.2693
H -2.5452 0.6842 0.7744
H 1.2127 0.8468 -1.2830
H 3.5993 2.3387 1.3741
H 1.8942 1.4729 1.8320
H -1.3723 -2.5080 -2.7972
H -2.8091 -1.9660 -1.6303
H 4.4775 0.1602 1.3125
H 0.1248 -2.7150 -0.9518
H 2.0552 -1.2652 2.4786
H 3.1144 -1.8397 1.2114
H -0.7334 -2.7207 1.2865
H -2.2520 -1.7139 0.7771
H -0.6386 0.1602 3.2429
```

The relative energy (zero: lowest compared OMol25 entry of this formula, charge and spin) comes out at 78.7 kcal per mole. As for the SMILES: C=CCO[P@](=N)(CC=C)c1ccccc1. The HOMO-LUMO gap is 9.4 eV.


Record 7
A structure of composition CH3ClS2 at a distorted geometry. Source: OMol25; level of theory: wB97M-V/def2-TZVPD.

Structure (XYZ):
```
7
CH3ClS2, DFT wB97M-V/def2-TZVPD
C 0.2786 -0.2728 0.5400
H 0.4538 1.6573 -0.3487
H -0.4154 -1.7450 -1.0964
H -0.0065 0.2793 1.4396
S -1.0505 -1.2292 -0.0314
S 1.7611 -0.1344 -0.0944
Cl -0.7691 1.3685 -0.0719
```

The relative energy (zero: lowest compared OMol25 entry of this formula, charge and spin) comes out at 82.9 kcal per mole. The HOMO-LUMO gap is 8.3 eV.


Record 8
A structure of composition C34H51AlBrCl9F14MgN4NaO5PS2 at a distorted geometry. Source: OMol25; level of theory: wB97M-V/def2-TZVPD.

Structure (XYZ):
```
124
C34H51AlBrCl9F14MgN4NaO5PS2, DFT wB97M-V/def2-TZVPD
C 2.7835 0.2711 5.3674
C 2.5021 -0.2177 4.0623
C 2.1080 -0.6397 2.4967
C 2.9061 -1.9017 1.8213
C 2.8231 -3.3097 2.6556
O 3.8274 -4.2498 2.1093
C 3.5237 -4.6351 0.7225
O 2.6593 -5.6316 0.3846
C 4.2660 -3.9089 -0.5878
C 3.1848 -3.4969 -1.7682
C 0.5339 -1.0977 2.6617
C -0.4731 -0.0456 1.8389
C -1.3847 0.5375 3.0699
C -2.5964 1.5469 2.6249
C -3.8068 1.4976 3.7507
C -5.0557 0.5098 3.3573
N -5.6271 0.7181 1.9720
C -6.2903 2.0678 1.8045
C -6.4995 -0.4295 1.5135
C -7.0205 -0.3576 -0.0710
O -6.8400 -1.5011 2.2805
C -1.4502 -1.0762 0.9637
C -0.6803 -1.8117 -0.2823
C -0.9723 -3.4343 -0.4043
F -0.5618 -3.9817 0.9472
F -0.0254 -4.1288 -1.3563
C -2.5323 -3.8550 -0.5824
F -3.3781 -3.5869 0.6412
F -2.5525 -5.3603 -0.7188
S -3.4558 -3.1655 -2.0332
F -3.6382 -1.5990 -1.3671
F -4.9374 -3.6078 -1.2149
F -3.4899 -4.7532 -2.7288
F -2.0683 -2.7718 -2.9426
F -4.4053 -2.6428 -3.3678
N 0.4764 0.8634 1.0906
P 0.0053 2.1518 -0.0935
O -1.7199 2.0823 -0.5021
O 0.8415 1.9587 -1.6487
S 0.2772 3.9719 0.6313
C 1.8106 0.5997 1.4261
N 2.7584 1.5414 0.7173
C 4.1942 1.0658 0.7438
C 4.9285 1.2647 2.1996
C 6.3184 2.1365 2.1585
H 3.4146 0.7618 6.2538
H 2.5288 -1.9965 0.6998
H 4.0571 -1.5986 1.7925
H 1.7838 -3.8633 2.5894
H 3.0390 -3.1904 3.8233
H 5.1103 -4.6184 -1.0437
H 4.7857 -2.9263 -0.2224
H 2.5178 -4.3978 -2.1368
H 2.4692 -2.6434 -1.3952
H 3.7391 -3.0665 -2.7307
H 0.3113 -0.8209 3.7934
H 0.2495 -2.2325 2.6358
H -1.8228 -0.3891 3.6762
H -0.6456 1.1657 3.7629
H -2.1653 2.6428 2.5866
H -3.0847 1.3172 1.5869
H -3.3114 1.0297 4.7306
H -4.2494 2.5844 3.9600
H -5.9120 0.7001 4.1539
H -4.6838 -0.6132 3.5048
H -6.3444 2.2722 0.6305
H -7.3812 2.1243 2.2366
H -5.6359 2.9701 2.2321
H -7.9561 0.3672 -0.1799
H -7.3488 -1.3994 -0.4944
H -6.1034 0.0440 -0.7127
H -2.2801 -0.3735 0.4714
H -1.9229 -1.8013 1.7553
H -0.8653 -1.2130 -1.2708
H 0.4886 -1.7158 -0.0601
H -1.9255 1.2403 -1.0054
H 1.1521 2.8949 -1.9056
H 2.7692 2.4509 1.2700
H 4.3076 -0.0305 0.2934
H 4.7880 1.7650 -0.0203
H 4.1879 1.8561 2.9254
H 5.1952 0.2409 2.7450
H 7.2023 1.3686 2.0717
H 6.4267 2.6792 3.2160
H 6.3356 2.9931 1.3574
Cl -6.0929 3.8490 -1.2986
C -4.6142 3.5689 -2.2508
C -4.9109 2.9323 -3.5996
Cl -5.4877 1.2551 -3.4389
H -3.9372 2.9510 -1.6534
H -4.1429 4.5459 -2.3972
H -3.9984 2.8966 -4.2023
H -5.6645 3.4988 -4.1554
Cl 2.3439 -4.1902 4.9771
Mg -1.8561 3.8364 -1.6101
C -3.0561 1.4932 -7.0228
Cl -2.9612 0.4645 -5.5711
Cl -4.7640 1.7335 -7.4697
Cl -2.3035 3.0719 -6.6823
Cl -2.1956 0.7029 -8.3680
N 7.4177 2.6164 -1.1446
C 7.5202 3.5365 -2.1286
C 8.5524 3.5649 -3.0526
C 9.5438 2.5936 -2.9619
C 9.4670 1.6336 -1.9580
C 8.3940 1.6851 -1.0828
H 6.7243 4.2751 -2.1557
H 8.5829 4.3260 -3.8239
H 10.3694 2.5845 -3.6676
H 10.2239 0.8637 -1.8602
H 8.2875 0.9558 -0.2846
C 6.0271 -0.3291 -3.3990
Cl 6.4425 -1.9225 -4.0418
Cl 4.4903 -0.3758 -2.5266
H 6.8151 -0.0051 -2.7147
H 5.9445 0.3783 -4.2277
F -10.4535 -0.9439 3.5364
Al -9.9561 0.7776 3.7172
F -9.5106 1.4461 2.1053
F -8.5377 0.8798 4.8223
F -11.3226 1.7284 4.4046
F -3.1226 -1.5302 -8.3667
Na 3.4774 -6.0179 -1.8109
Br 3.7774 0.5041 -4.5548
```

The HOMO-LUMO gap is 1.7 eV.